# C50H117AlN16O21P

A structure of composition C50H117AlN16O21P at a distorted geometry (ωB97M-V/def2-TZVPD, the OMol25 dataset).

Each line ends with the Löwdin charge.
Element x y z (Å)
Al1 -3.299 0.008 2.518  1.08
P1 -6.623 -0.247 1.671  0.06
O1 -5.651 -1.462 1.854  -0.19
O2 -7.552 -0.737 2.809  -0.19
O3 -7.248 -0.854 0.329  -0.25
O4 -5.785 1.077 1.736  -0.42
C1 0.021 -1.384 0.088  -0.08
C2 0.050 0.165 0.077  -0.49
O5 -0.776 0.814 1.026  -0.39
H1 0.573 -1.803 0.929  0.05
H2 0.321 -1.913 -0.817  0.04
H3 -1.023 -1.697 0.107  0.04
H4 -0.188 0.525 -0.924  0.06
H5 1.089 0.471 0.200  0.03
C3 3.886 0.232 -2.359  -0.32
O6 4.641 -0.632 -2.802  -0.02
N1 4.007 1.533 -2.697  -0.16
C4 3.227 2.536 -1.915  -0.06
C5 5.027 2.199 -3.581  -0.02
H6 2.982 0.140 -1.737  0.14
H7 3.970 2.938 -1.226  0.07
H8 2.310 2.232 -1.409  0.07
H9 2.945 3.386 -2.535  0.07
H10 4.561 3.010 -4.141  0.08
H11 5.815 2.628 -2.962  0.08
H12 5.522 1.415 -4.154  0.08
C6 3.026 -2.726 6.160  -0.38
O7 3.148 -3.196 7.279  -0.02
N2 2.756 -1.465 6.003  -0.15
C7 2.793 -0.767 4.768  -0.06
C8 2.591 -0.539 7.184  0.00
H13 3.268 -3.376 5.305  0.12
H14 3.337 0.171 4.870  0.07
H15 1.785 -0.438 4.519  0.09
H16 3.256 -1.232 3.897  0.07
H17 1.718 0.082 6.981  0.05
H18 2.263 -1.002 8.114  0.09
H19 3.472 0.080 7.350  0.10
C9 -1.969 5.408 -1.326  -0.29
O8 -2.889 5.958 -1.943  -0.02
N3 -1.245 4.416 -1.919  -0.18
C10 -0.004 3.931 -1.413  -0.07
C11 -1.695 3.839 -3.189  -0.04
H20 -1.613 5.598 -0.302  0.13
H21 -0.036 2.856 -1.235  0.07
H22 0.336 4.427 -0.505  0.08
H23 0.747 3.991 -2.201  0.07
H24 -1.198 2.869 -3.230  0.07
H25 -2.757 3.595 -3.199  0.07
H26 -1.333 4.388 -4.058  0.09
C12 -4.485 -0.948 -1.351  -0.32
O9 -3.536 -0.900 -0.506  -0.07
N4 -4.560 -0.486 -2.611  -0.15
C13 -5.779 -0.572 -3.380  -0.07
C14 -3.526 0.333 -3.359  0.00
H27 -5.411 -1.417 -0.983  0.11
H28 -6.178 0.408 -3.643  0.09
H29 -6.628 -0.960 -2.817  0.10
H30 -5.519 -1.104 -4.294  0.08
H31 -3.441 -0.029 -4.383  0.08
H32 -3.785 1.382 -3.211  0.07
H33 -2.524 0.182 -2.958  0.08
C15 4.351 -1.765 -7.438  -0.35
O10 4.135 -1.744 -8.645  0.00
N5 3.756 -2.587 -6.532  -0.18
C16 4.013 -2.560 -5.102  -0.07
C17 2.701 -3.515 -6.890  -0.05
H34 5.010 -1.075 -6.889  0.13
H35 4.499 -1.605 -4.906  0.05
H36 4.583 -3.361 -4.631  0.09
H37 3.097 -2.424 -4.525  0.08
H38 2.453 -3.500 -7.952  0.09
H39 2.969 -4.562 -6.744  0.08
H40 1.822 -3.335 -6.271  0.09
C18 2.233 2.156 3.259  -0.37
O11 1.929 2.356 4.438  -0.02
N6 3.404 2.258 2.730  -0.16
C19 3.476 2.084 1.304  -0.06
C20 4.514 2.836 3.459  -0.04
H41 1.469 1.743 2.582  0.15
H42 2.989 1.182 0.936  0.07
H43 4.513 1.862 1.050  0.09
H44 3.074 2.931 0.747  0.06
H45 4.264 3.777 3.949  0.08
H46 4.660 2.199 4.331  0.08
H47 5.501 2.854 2.998  0.09
C21 1.378 -4.399 -2.252  -0.35
O12 2.275 -3.723 -1.848  0.03
N7 1.492 -5.668 -2.761  -0.20
C22 0.297 -6.385 -3.049  -0.07
C23 2.761 -6.347 -2.670  -0.05
H48 0.319 -4.122 -2.128  0.10
H49 -0.528 -5.788 -3.438  0.08
H50 0.003 -6.914 -2.142  0.09
H51 0.520 -7.107 -3.834  0.09
H52 3.058 -6.494 -3.708  0.08
H53 3.606 -5.881 -2.162  0.09
H54 2.672 -7.329 -2.206  0.09
C24 -3.433 -3.600 1.205  -0.32
O13 -2.795 -2.726 1.752  -0.05
N8 -2.914 -4.561 0.417  -0.15
C25 -3.703 -5.609 -0.218  -0.07
C26 -1.512 -4.804 0.271  -0.06
H55 -4.533 -3.642 1.193  0.14
H56 -3.608 -6.627 0.160  0.08
H57 -3.340 -5.694 -1.243  0.05
H58 -4.777 -5.432 -0.273  0.10
H59 -1.132 -4.631 -0.736  0.06
H60 -0.877 -4.183 0.902  0.06
H61 -1.249 -5.821 0.562  0.09
C27 -1.054 1.777 5.575  -0.27
O14 -2.029 1.457 4.814  -0.11
N9 -1.022 1.661 6.911  -0.16
C28 0.128 2.046 7.740  -0.07
C29 -2.184 1.156 7.728  -0.01
H62 -0.113 2.011 5.051  0.11
H63 0.942 2.475 7.156  0.08
H64 0.611 1.181 8.197  0.06
H65 -0.197 2.710 8.541  0.08
H66 -2.558 2.028 8.265  0.08
H67 -2.946 0.763 7.054  0.08
H68 -1.843 0.428 8.463  0.08
C30 -1.905 -2.712 -3.396  -0.34
O15 -0.963 -2.280 -4.055  -0.02
N10 -2.833 -3.495 -4.014  -0.16
C31 -3.941 -4.140 -3.253  -0.04
C32 -2.721 -3.914 -5.424  -0.05
H69 -2.143 -2.490 -2.344  0.13
H70 -4.853 -3.908 -3.802  0.09
H71 -4.061 -3.758 -2.239  0.07
H72 -3.741 -5.203 -3.114  0.07
H73 -3.625 -4.376 -5.821  0.08
H74 -2.567 -3.016 -6.022  0.08
H75 -1.845 -4.498 -5.707  0.08
C33 -0.820 -2.387 4.930  -0.33
O16 -1.147 -1.521 4.098  -0.06
N11 -0.268 -3.564 4.646  -0.14
C34 0.081 -4.086 3.326  -0.04
C35 -0.016 -4.505 5.790  -0.04
H76 -1.227 -2.332 5.951  0.14
H77 -0.058 -3.364 2.521  0.07
H78 -0.497 -4.985 3.111  0.09
H79 1.083 -4.514 3.323  0.06
H80 -0.685 -5.362 5.870  0.08
H81 0.942 -5.003 5.638  0.08
H82 -0.082 -3.990 6.749  0.08
C36 1.593 0.589 -8.086  -0.34
O17 0.926 0.786 -9.098  -0.01
N12 1.086 0.712 -6.841  -0.15
C37 -0.368 0.928 -6.521  -0.01
C38 2.082 0.780 -5.763  -0.06
H83 2.689 0.496 -8.129  0.12
H84 -0.394 1.830 -5.911  0.07
H85 -0.904 0.150 -5.977  0.07
H86 -1.062 1.041 -7.353  0.08
H87 1.798 0.227 -4.868  0.09
H88 2.930 0.127 -5.965  0.06
H89 2.418 1.791 -5.531  0.08
C39 5.512 -3.496 3.029  -0.34
O18 5.346 -4.137 4.084  -0.01
N13 4.664 -3.235 2.024  -0.15
C40 4.975 -2.390 0.859  -0.05
C41 3.189 -3.367 2.125  -0.05
H90 6.471 -3.142 2.620  0.13
H91 4.381 -2.612 -0.027  0.08
H92 6.030 -2.262 0.618  0.08
H93 4.759 -1.337 1.042  0.07
H94 2.676 -2.458 2.439  0.07
H95 2.749 -3.599 1.156  0.08
H96 2.983 -4.170 2.833  0.07
C42 -7.002 2.334 -1.444  -0.34
O19 -8.030 2.655 -2.033  -0.03
N14 -5.797 2.995 -1.449  -0.14
C43 -4.683 2.584 -0.552  -0.04
C44 -5.687 4.294 -2.155  -0.05
H97 -6.997 1.387 -0.883  0.11
H98 -4.697 3.033 0.441  0.07
H99 -3.719 2.762 -1.029  0.07
H100 -4.691 1.510 -0.367  0.05
H101 -6.493 4.445 -2.873  0.08
H102 -5.823 5.147 -1.491  0.08
H103 -4.720 4.488 -2.619  0.05
C45 1.249 7.662 1.541  -0.33
O20 0.248 7.009 1.720  0.01
N15 2.451 7.081 1.460  -0.19
C46 2.744 5.635 1.546  -0.01
C47 3.543 7.916 1.142  -0.09
H104 1.209 8.752 1.389  0.14
H105 1.820 5.062 1.469  0.08
H106 3.351 5.470 2.436  0.09
H107 3.401 5.425 0.702  0.08
H108 4.406 7.556 1.703  0.09
H109 3.854 7.884 0.098  0.09
H110 3.347 8.938 1.467  0.09
C48 -2.196 3.679 2.621  -0.39
O21 -3.140 2.977 2.491  -0.03
N16 -2.193 4.695 3.474  -0.15
C49 -0.907 5.356 3.844  -0.05
C50 -3.386 5.278 4.168  -0.02
H111 -1.282 3.404 2.073  0.13
H112 -0.144 4.956 3.176  0.06
H113 -0.703 5.313 4.914  0.08
H114 -1.071 6.398 3.569  0.06
H115 -3.650 6.096 3.498  0.09
H116 -4.270 4.640 4.186  0.08
H117 -3.301 5.591 5.209  0.08

## Properties
- HOMO: -0.152 hartree
- LUMO energy: -0.6 eV
- Net charge: -1
- DFT total energy: -136466.4318 eV

=====

# C50H117N5O10

A cluster of 10 separate species, C50H117N5O10 in total at a distorted geometry (ωB97M-V/def2-TZVPD, the OMol25 dataset).

Each line ends with the Löwdin charge.
Element x y z (Å)
C1 4.444 -0.460 -5.402  -0.03
C2 3.333 0.270 -6.149  -0.54
C3 3.842 0.592 -7.567  -0.04
C4 2.134 -0.652 -6.318  -0.14
C5 1.185 -0.652 -5.126  -0.18
C6 0.743 0.752 -4.771  -0.15
C7 1.929 1.698 -4.533  -0.51
C8 1.365 3.114 -4.595  -0.03
C9 2.420 1.405 -3.110  -0.03
N1 2.927 1.540 -5.575  -0.10
O1 4.041 2.373 -5.318  -0.01
H1 4.170 -0.637 -4.356  0.08
H2 4.714 -1.409 -5.858  0.08
H3 5.328 0.179 -5.321  0.08
H4 3.043 1.025 -8.159  0.08
H5 4.727 1.230 -7.493  0.08
H6 4.286 -0.306 -8.011  0.09
H7 1.546 -0.272 -7.171  0.12
H8 2.407 -1.657 -6.639  0.12
H9 0.407 -1.412 -5.203  0.11
H10 1.784 -1.024 -4.275  0.10
H11 0.242 0.658 -3.806  0.11
H12 0.109 1.146 -5.568  0.11
H13 1.953 3.867 -4.065  0.08
H14 0.370 3.151 -4.142  0.08
H15 1.227 3.430 -5.632  0.09
H16 3.435 1.771 -2.941  0.08
H17 2.453 0.342 -2.851  0.06
H18 1.711 1.823 -2.393  0.07
H19 3.898 3.138 -5.884  0.11
C10 6.731 5.093 2.411  -0.03
C11 6.264 3.628 2.497  -0.51
C12 7.428 2.743 2.009  -0.02
C13 6.010 3.248 3.971  -0.13
C14 4.667 3.796 4.470  -0.18
C15 3.522 3.333 3.572  -0.14
C16 3.709 3.667 2.096  -0.52
C17 2.763 2.782 1.299  -0.04
C18 3.394 5.150 1.891  -0.02
N2 5.078 3.314 1.712  -0.10
O2 5.273 3.608 0.335  -0.02
H20 7.461 5.337 3.180  0.08
H21 7.008 5.375 1.397  0.09
H22 5.891 5.754 2.660  0.06
H23 8.388 3.248 2.055  0.08
H24 7.472 1.804 2.572  0.07
H25 7.262 2.347 1.005  0.07
H26 6.086 2.175 4.129  0.11
H27 6.752 3.806 4.546  0.12
H28 4.456 3.419 5.475  0.11
H29 4.739 4.883 4.540  0.10
H30 2.593 3.789 3.928  0.13
H31 3.392 2.259 3.751  0.11
H32 3.080 1.740 1.381  0.08
H33 2.795 3.023 0.232  0.08
H34 1.716 2.865 1.590  0.08
H35 3.720 5.751 2.748  0.07
H36 2.318 5.339 1.876  0.08
H37 3.914 5.567 1.030  0.09
H38 5.512 2.764 -0.060  0.09
C19 3.324 -5.975 5.071  -0.04
C20 1.899 -5.904 4.538  -0.51
C21 1.959 -5.484 3.045  -0.04
C22 1.286 -7.293 4.624  -0.15
C23 -0.241 -7.383 4.545  -0.17
C24 -0.909 -6.293 5.388  -0.14
C25 -0.326 -4.879 5.255  -0.53
C26 -0.859 -4.290 3.938  -0.02
C27 -0.857 -4.092 6.440  -0.04
N3 1.125 -4.966 5.342  -0.09
O3 1.686 -3.664 5.235  -0.02
H39 3.933 -6.646 4.465  0.09
H40 3.807 -5.000 4.978  0.08
H41 3.327 -6.285 6.117  0.09
H42 1.452 -6.191 2.380  0.08
H43 1.662 -4.470 2.801  0.05
H44 2.990 -5.574 2.674  0.08
H45 1.705 -7.911 3.822  0.12
H46 1.611 -7.844 5.515  0.12
H47 -0.566 -7.376 3.502  0.11
H48 -0.525 -8.334 4.997  0.11
H49 -0.765 -6.642 6.419  0.12
H50 -1.982 -6.264 5.201  0.12
H51 -0.586 -4.866 3.054  0.07
H52 -0.326 -3.344 3.761  0.07
H53 -1.924 -4.078 3.982  0.08
H54 -0.562 -3.038 6.428  0.07
H55 -0.466 -4.463 7.391  0.09
H56 -1.945 -4.113 6.518  0.09
H57 2.147 -3.546 6.071  0.11
C28 -7.203 3.454 -4.641  -0.05
C29 -5.898 2.822 -4.146  -0.52
C30 -5.114 3.915 -3.430  -0.03
C31 -6.249 1.625 -3.272  -0.14
C32 -5.012 0.799 -2.936  -0.19
C33 -4.428 0.289 -4.252  -0.15
C34 -4.096 1.404 -5.262  -0.51
C35 -2.790 2.006 -4.673  -0.03
C36 -3.805 0.768 -6.618  -0.03
N4 -5.198 2.332 -5.346  -0.12
O4 -4.955 3.350 -6.289  -0.01
H58 -7.700 2.966 -5.477  0.09
H59 -7.936 3.451 -3.819  0.08
H60 -7.118 4.533 -4.799  0.08
H61 -4.245 3.539 -2.886  0.07
H62 -4.739 4.669 -4.122  0.09
H63 -5.737 4.446 -2.703  0.09
H64 -6.745 2.030 -2.385  0.12
H65 -6.973 0.990 -3.788  0.13
H66 -4.284 1.351 -2.346  0.09
H67 -5.399 -0.061 -2.381  0.11
H68 -5.177 -0.400 -4.672  0.12
H69 -3.583 -0.373 -4.048  0.12
H70 -1.961 1.420 -5.071  0.05
H71 -2.691 2.002 -3.588  0.07
H72 -2.628 3.051 -4.959  0.09
H73 -3.161 1.450 -7.178  0.08
H74 -4.725 0.723 -7.210  0.08
H75 -3.441 -0.252 -6.537  0.08
H76 -5.674 3.251 -6.920  0.10
C37 0.893 -0.227 3.172  -0.09
O5 0.328 0.234 1.961  -0.19
C38 -0.748 -0.571 1.540  -0.21
C39 -1.391 0.114 0.320  -0.41
C40 -2.639 -0.679 -0.058  -0.05
N5 -0.474 0.210 -0.798  0.08
H77 1.710 0.461 3.387  0.07
H78 1.289 -1.249 3.143  0.08
H79 0.127 -0.162 3.955  0.07
H80 -0.339 -1.536 1.200  0.12
H81 -1.502 -0.683 2.327  0.12
H82 -1.729 1.062 0.751  0.14
H83 -3.328 -0.147 -0.714  0.06
H84 -3.270 -0.859 0.825  0.05
H85 -2.421 -1.679 -0.434  0.07
H86 0.241 -0.506 -0.805  0.03
H87 0.024 1.089 -0.839  0.06
C41 -2.472 0.139 6.822  -0.09
C42 -2.272 1.236 5.822  -0.33
O6 -3.536 1.796 5.448  -0.08
H88 -3.001 -0.717 6.404  0.07
H89 -3.097 0.491 7.645  0.08
H90 -1.491 -0.146 7.205  0.07
H91 -1.717 0.842 4.959  0.09
H92 -1.659 2.075 6.168  0.11
H93 -3.413 2.738 5.318  0.07
C43 -2.687 -3.812 -2.673  -0.08
C44 -1.377 -4.567 -2.712  -0.31
O7 -1.655 -5.969 -2.723  -0.08
H94 -2.675 -2.753 -2.408  0.05
H95 -3.332 -4.251 -1.906  0.08
H96 -3.216 -3.922 -3.622  0.08
H97 -0.809 -4.361 -1.797  0.09
H98 -0.756 -4.301 -3.568  0.11
H99 -1.342 -6.350 -1.901  0.08
C45 -1.480 4.330 0.498  -0.09
C46 -1.120 5.708 0.010  -0.31
O8 -0.523 6.426 1.111  -0.09
H100 -0.642 3.930 1.073  0.07
H101 -1.716 3.643 -0.316  0.07
H102 -2.349 4.393 1.152  0.08
H103 -2.030 6.276 -0.225  0.11
H104 -0.521 5.741 -0.903  0.11
H105 -0.791 7.345 1.030  0.07
C47 -6.126 -1.325 2.391  -0.09
C48 -4.854 -1.568 3.168  -0.30
O9 -4.405 -2.919 2.888  -0.11
H106 -5.942 -1.360 1.313  0.07
H107 -6.440 -0.276 2.490  0.08
H108 -6.950 -1.976 2.665  0.07
H109 -5.071 -1.572 4.237  0.11
H110 -4.069 -0.885 2.867  0.09
H111 -4.919 -3.521 3.433  0.07
C49 1.449 -3.705 0.087  -0.09
C50 1.790 -2.846 -1.131  -0.27
O10 1.954 -1.497 -0.679  -0.11
H112 1.724 -4.757 -0.082  0.08
H113 0.390 -3.727 0.334  0.06
H114 2.078 -3.448 0.940  0.06
H115 0.901 -2.909 -1.756  0.09
H116 2.684 -3.119 -1.690  0.11
H117 2.738 -1.394 -0.132  0.09

## Properties
- HOMO: -0.297 hartree
- Energy relative to the best compared isomer or geometry (same formula, charge and spin): 154.6 kJ/mol
- LUMO energy: 0.4 eV
- Net charge: 0
- SMILES: CC1(C)CCCC(C)(C)N1O.CC1(C)CCCC(C)(C)N1O.CC1(C)CCCC(C)(C)N1O.CC1(C)CCCC(C)(C)N1O.COC[C@H](C)N.CCO.CCO.CCO.CCO.CCO
- DFT total energy: -81665.8907 eV